Below is a molecular structure, C26H31AsCsF6N3O10S2 in a non-equilibrium geometry, with properties calculated with wB97M-V/def2-TZVPD.

The frontier orbital gap (spin up / spin down) comes out at 6.853 / 3.128 eV. Its spin multiplicity is 2. The calculation puts the largest force on an atom at 0.1093 Eh/bohr. The total charge is +1. As for the expectation value of S²: 0.77. Its total energy is -151754.8685 eV. The value obtained for the LUMO energy (spin up / spin down) is -4.89 / -8.61 eV.

Last column: Mulliken charge in e.
Element x y z (Å)
Cs 3.84363 5.93721 -2.34211  1.024
As 2.19261 2.64444 0.17276  1.975
F 0.40214 2.38502 -0.11777  -0.461
F 1.88876 3.80919 1.53265  -0.487
F 3.98889 2.80596 0.20960  -0.527
F 2.48367 1.40211 -1.08681  -0.423
F 2.07217 3.87782 -1.24372  -0.641
F 2.30314 1.44174 1.47981  -0.415
C 3.06968 -2.13549 -0.02135  -0.205
C 3.16868 -1.72939 -1.38467  -0.893
C 2.64464 -2.67164 -2.34398  -0.384
C 2.14476 -3.83434 -1.87334  -0.120
C 2.01528 -4.15139 -0.53974  -0.243
C 2.43302 -3.26622 0.45121  -0.545
N 1.49251 -4.69948 -2.85569  0.914
O 1.13370 -5.85562 -2.42809  -0.554
O 1.20622 -4.28248 -3.99142  -0.543
H 3.30373 -1.43589 0.76743  0.308
H 3.71418 -0.87082 -1.74756  0.505
H 2.83561 -2.55121 -3.40012  0.518
H 1.32492 -4.95661 -0.33618  0.587
H 2.28094 -3.48799 1.49720  0.714
C -0.40251 -1.49544 -0.30963  -0.356
C -0.41983 -1.12516 1.00356  -0.445
C -1.07935 -1.99821 1.88814  -0.173
C -1.84888 -3.14168 1.47136  0.172
C -1.79293 -3.47159 0.09824  -0.542
C -1.09403 -2.65837 -0.78255  -0.817
N -2.61714 -4.06081 2.39505  0.856
O -3.62471 -4.62004 2.01537  -0.480
O -2.22228 -4.12943 3.58974  -0.494
H 0.32039 -0.98727 -0.93057  0.746
H 0.08411 -0.29721 1.47995  0.603
H -1.07312 -1.68987 2.92317  0.568
H -2.40446 -4.33564 -0.11592  0.592
H -0.99571 -3.01346 -1.79776  0.619
C 3.10802 -0.65732 4.03755  -0.555
C 2.61526 -1.52588 4.99911  -0.423
C 3.09136 -2.79388 5.20051  -0.654
C 4.26186 -3.12068 4.45696  0.229
C 4.82445 -2.23231 3.54634  -0.499
C 4.16371 -1.03267 3.38678  -0.219
N 4.87331 -4.52105 4.60822  0.895
O 5.88575 -4.84597 3.97397  -0.564
O 4.38156 -5.11271 5.57522  -0.547
H 2.66554 0.32058 3.91789  0.523
H 1.74204 -1.21594 5.55392  0.429
H 2.66514 -3.44772 5.94700  0.520
H 5.61197 -2.58568 2.89724  0.454
H 4.61750 -0.36693 2.66758  0.426
C -4.20672 0.85393 -0.16638  -0.309
C -5.65882 1.11958 0.18812  -0.717
C -5.76888 2.50434 0.90779  -0.798
S -4.12328 2.92832 1.71059  1.068
O -4.01098 2.44866 3.09952  -0.640
O -3.78834 4.29167 1.37056  -0.596
C -3.19417 1.68332 0.59383  -0.020
H -3.99367 0.86693 -1.23527  0.400
H -4.03523 -0.19609 0.07060  0.003
H -5.92658 0.41887 0.97895  0.343
H -6.25868 0.93330 -0.70270  0.329
H -6.47417 2.50844 1.73885  0.476
H -6.05233 3.21261 0.12926  0.333
H -2.58175 1.11725 1.29568  0.255
H -2.57852 2.22945 -0.12089  -0.089
C -1.23584 5.04915 -5.39568  -0.571
C -0.88846 3.55592 -5.31877  -0.596
C -0.43590 3.29294 -3.84978  -0.544
S -1.55602 4.29785 -2.73988  1.186
O -0.83314 5.15544 -1.79654  -0.631
O -2.65503 3.45207 -2.25227  -0.625
C -2.16457 5.36017 -4.17111  -0.819
H -1.48961 5.46296 -6.37163  0.381
H -0.31622 5.61927 -5.26396  0.246
H -0.03759 3.36199 -5.97186  0.332
H -1.74119 2.90253 -5.50328  0.316
H 0.58836 3.64343 -3.72283  0.242
H -0.50195 2.27996 -3.45275  0.334
H -2.16590 6.42905 -3.95752  0.385
H -3.19466 5.00410 -4.18518  0.364

Below is a molecular structure, C16H18BaBrN in a non-equilibrium geometry, with properties calculated with wB97M-V/def2-TZVPD.

The frontier orbital gap comes out at 4.847 eV. The calculation puts the largest force on an atom at 0.0483 Eh/bohr. The total charge is -2. Its total energy is -89112.2521 eV. The value obtained for the LUMO energy is 4.25 eV.

Last column: natural (NBO) charge in e.
Element x y z (Å)
C -0.96724 -0.67512 -3.16790  -0.377
C -2.14863 0.11634 -3.24754  -0.403
C -1.75579 1.48925 -3.25350  -0.425
H -3.16790 -0.25515 -3.35346  0.206
C -0.33234 1.54161 -3.19205  -0.415
C 0.15064 0.19985 -3.13522  -0.388
H 1.19554 -0.11361 -3.15225  0.219
H -0.91541 -1.76395 -3.19616  0.237
H -2.42169 2.34454 -3.38013  0.197
H 0.27966 2.43686 -3.28112  0.199
Ba -1.19712 0.59418 -0.35523  1.823
Br -3.31179 -0.57031 1.36383  -0.926
C 1.33947 -3.61853 0.55901  -0.375
C 2.09369 -3.16821 -0.57019  -0.377
C 1.35148 -3.47526 -1.75097  -0.378
H 3.06938 -2.68776 -0.54127  0.174
C 0.13826 -4.11981 -1.35721  -0.377
C 0.13190 -4.20789 0.06885  -0.363
H -0.64240 -4.67474 0.67495  0.179
H 1.61350 -3.49148 1.60574  0.180
H 1.65688 -3.25947 -2.77203  0.175
H -0.64972 -4.46339 -2.02589  0.175
C 1.06698 -0.19386 3.27954  -0.635
C 0.65637 1.19343 3.01026  0.101
C 0.71257 2.31274 3.89400  -0.363
C 0.22833 3.42014 3.16854  -0.370
C -0.09863 2.93769 1.87003  0.045
C -0.63598 3.70782 0.72299  -0.647
N 0.16368 1.59173 1.79281  -0.674
H 1.41782 -0.28776 4.31652  0.192
H 1.88595 -0.48988 2.60536  0.211
H 0.22345 -0.88589 3.12458  0.223
H 1.06641 2.27988 4.91652  0.181
H 0.11749 4.45200 3.48358  0.179
H -0.40284 4.77319 0.85749  0.216
H -0.17150 3.39049 -0.23440  0.192
H -1.74046 3.62031 0.65192  0.187

Below is a molecular structure, C32H35N2P2PmSi in a non-equilibrium geometry, with properties calculated with wB97M-V/def2-TZVPD.

The frontier orbital gap (spin up / spin down) comes out at 6.839 / 6.771 eV. Its spin multiplicity is 5. The calculation puts the largest force on an atom at 0.0478 Eh/bohr. The total charge is +2. As for the expectation value of S²: 6.02. Its total energy is -79728.9650 eV. The value obtained for the LUMO energy (spin up / spin down) is -6.12 / -6.07 eV.

Last column: Mulliken charge in e.
Element x y z (Å)
Pm -0.16242 0.35963 0.08150  0.508
C -0.46280 -2.82426 -2.52215  -1.099
P -0.33754 -1.01287 -2.91156  1.200
C -1.45819 -0.70504 -4.30924  -1.024
C 1.25252 -1.00542 -3.80279  0.211
C 1.29471 -1.36648 -5.13295  -0.543
C 2.49546 -1.50697 -5.80101  -0.894
C 3.68891 -1.23740 -5.10524  -0.702
C 3.68196 -0.87304 -3.76097  -0.927
C 2.45521 -0.73584 -3.10692  0.582
P 2.47656 -0.52930 -1.29290  1.067
C 2.91240 -2.15529 -0.61934  -1.194
C 4.00501 0.42463 -0.99406  -1.661
H -0.52770 -3.37926 -3.45696  0.434
H -1.37764 -3.02962 -1.95074  0.351
H 0.40478 -3.19074 -1.96891  0.271
H -1.63618 -1.59029 -4.93415  0.468
H -1.10497 0.06641 -4.97165  0.513
H -2.41693 -0.36921 -3.96762  -0.143
H 0.39530 -1.63134 -5.66601  0.320
H 2.51925 -1.87471 -6.83499  0.408
H 4.64951 -1.42115 -5.58165  0.396
H 4.64758 -0.69769 -3.26533  0.272
H 3.92760 -2.44493 -0.84163  0.417
H 2.18323 -2.92523 -0.78655  0.318
H 2.86891 -2.05823 0.45650  0.390
H 4.88482 -0.24226 -1.06715  0.454
H 3.95310 0.76332 0.01326  0.490
H 4.05178 1.25871 -1.75077  0.399
C 3.09481 2.42544 2.55122  -1.115
C 2.96399 1.92121 3.83520  -0.649
C 2.19309 0.76192 4.04048  -0.890
C 1.57458 0.20769 2.92529  0.782
N 1.61281 0.76230 1.71243  0.480
C 2.36625 1.87824 1.51087  -0.413
C 0.81798 -1.05980 3.07301  0.112
C 1.12827 -1.91211 4.12932  -0.901
C 0.19364 -2.85851 4.48068  -0.569
C -0.91359 -3.01963 3.71272  -0.805
C -1.09538 -2.20253 2.58924  -0.254
N -0.23976 -1.24121 2.25028  0.498
H 3.77628 3.25316 2.32505  0.476
H 3.48853 2.39083 4.65458  0.508
H 2.03383 0.39214 5.04912  0.638
H 2.35891 2.27845 0.50243  0.778
H 2.05089 -1.77968 4.67784  0.669
H 0.37100 -3.55377 5.29315  0.463
H -1.70457 -3.76253 3.91834  0.414
H -1.93334 -2.31169 1.91049  0.333
C -3.44640 3.07922 4.14967  -0.619
C -2.14082 2.69681 3.98756  -0.651
C -1.51340 2.78609 2.74787  0.280
C -2.17290 3.20088 1.62308  -0.028
C -3.50318 3.63457 1.78525  -0.373
C -4.11918 3.55129 3.02275  -0.536
Si -1.42766 2.90404 -0.05540  0.253
C -2.63772 1.52062 -0.61472  0.316
C -2.96041 0.46540 0.29415  -0.459
C -3.54770 -0.72410 -0.17133  -0.552
C -3.97409 -0.83939 -1.50114  -0.703
C -3.78566 0.23341 -2.34035  -0.962
C -3.08030 1.36635 -1.94628  -0.476
H -3.93795 3.05728 5.12840  0.409
H -1.65236 2.30197 4.83409  0.492
H -0.45547 2.48453 2.66168  0.321
H -4.03487 4.07818 0.95133  0.428
H -5.14668 3.89928 3.08504  0.418
H -1.65139 3.94596 -1.04563  -0.197
H -2.74383 0.56143 1.37454  0.639
H -3.78460 -1.50565 0.56189  0.554
H -4.57663 -1.69560 -1.79064  0.493
H -4.24618 0.23362 -3.33549  0.674
H -2.86311 2.12778 -2.69607  0.438

Below is a single C6H9NO2 molecule in a non-equilibrium geometry, with properties calculated with wB97M-V/def2-TZVPD.

The frontier orbital gap comes out at 10.405 eV. The calculation puts the largest force on an atom at 0.0509 Eh/bohr. Its total energy is -11952.0675 eV. The value obtained for the LUMO energy is 0.86 eV.

Last column: natural (NBO) charge in e.
Element x y z (Å)
O -2.06573 -2.01656 0.07347  -0.593
C -1.51359 -1.02220 -0.27351  0.886
O -2.15092 0.21391 -0.34744  -0.530
C -1.44468 1.19443 0.42795  -0.061
C -0.09269 1.57133 -0.23705  -0.449
C 0.65986 0.28215 -0.66554  -0.009
C 1.62276 -0.35093 0.35857  -0.420
C 0.90799 -1.68248 0.01934  -0.189
N -0.21619 -0.91460 -0.60332  -0.457
H -1.20962 0.73670 1.42343  0.165
H -2.07744 2.03055 0.55685  0.205
H -0.32725 2.15967 -1.10023  0.212
H 0.59699 2.17463 0.29239  0.221
H 1.14745 0.35545 -1.61564  0.199
H 2.71173 -0.25842 0.32157  0.216
H 1.29336 -0.04655 1.30564  0.194
H 1.50858 -2.13786 -0.78764  0.194
H 0.64939 -2.28923 0.85116  0.217

Below is a molecular structure, C26H30BrF4IN2OPRuS2 in a non-equilibrium geometry, with properties calculated with wB97M-V/def2-TZVPD.

The frontier orbital gap (spin up / spin down) comes out at 6.389 / 6.463 eV. Its spin multiplicity is 2. The calculation puts the largest force on an atom at 0.0692 Eh/bohr. The total charge is +2. As for the expectation value of S²: 0.79. Its total energy is -155015.0706 eV. The value obtained for the LUMO energy (spin up / spin down) is -7.80 / -7.68 eV.

Last column: natural (NBO) charge in e.
Element x y z (Å)
Ru 0.64610 0.16260 0.55640  0.813
C 1.94950 -2.06850 -1.81820  -0.246
C 2.49260 -0.66220 -2.06380  -0.238
N 1.46910 0.36580 -1.81550  -0.589
C 0.44340 0.50590 -2.85900  -0.254
C -0.71540 -0.49450 -2.81250  -0.535
S -1.29560 -0.96280 -1.13800  0.281
C -0.93220 -2.76120 -1.08610  -0.531
C 0.31320 -3.09610 -0.26340  -0.242
N 1.38190 -2.13070 -0.47310  -0.613
H 1.18830 -2.30180 -2.55840  0.201
H 2.76290 -2.79130 -1.94560  0.237
H 3.32110 -0.47860 -1.37410  0.230
H 2.87540 -0.59620 -3.08950  0.221
H 1.96630 1.25780 -1.78530  0.409
H 0.02720 1.50990 -2.76840  0.233
H 0.90580 0.42480 -3.85390  0.227
H -1.57830 -0.03340 -3.29500  0.261
H -0.49040 -1.41730 -3.33870  0.236
H -1.80590 -3.23190 -0.63730  0.262
H -0.85750 -3.10890 -2.11430  0.241
H 0.06200 -3.07100 0.80260  0.226
H 0.63200 -4.12000 -0.51200  0.223
H 2.13240 -2.31980 0.19120  0.421
F -2.91630 7.34790 -0.95890  -0.247
C -2.36060 6.27340 -0.43770  0.316
C -1.60290 6.36030 0.73120  0.285
F -1.44030 7.52310 1.33740  -0.253
C -1.01590 5.20950 1.25670  0.418
F -0.33580 5.30960 2.39530  -0.291
C -1.15140 3.95990 0.65300  -0.452
P -0.28250 2.47030 1.32780  1.065
C -1.12480 2.21260 2.91290  -0.409
C -2.46020 2.56320 3.10660  -0.138
C -3.05850 2.32780 4.33280  -0.227
C -2.34070 1.73360 5.36030  -0.178
C -1.02090 1.35590 5.16050  -0.206
C -0.41540 1.58210 3.93790  -0.194
C 1.35480 3.15810 1.75660  -0.405
C 2.29850 3.14970 0.72260  -0.202
C 3.57160 3.64030 0.93580  -0.209
C 3.91330 4.14400 2.18380  -0.149
C 2.97950 4.15590 3.21050  -0.210
C 1.70780 3.65050 3.01200  -0.116
C -1.94110 3.89830 -0.49260  -0.154
Br -2.29820 2.23620 -1.29420  0.115
C -2.53860 5.02680 -1.03880  0.365
F -3.27570 4.91160 -2.13390  -0.277
H -3.02360 3.03440 2.31260  0.216
H -4.08470 2.62330 4.49220  0.238
H -2.81050 1.56830 6.31860  0.240
H -0.46090 0.89460 5.95940  0.238
H 0.61600 1.29220 3.79060  0.236
H 2.00330 2.76830 -0.25850  0.186
H 4.29970 3.63100 0.13880  0.232
H 4.91050 4.51760 2.35760  0.238
H 3.24010 4.56600 4.17530  0.239
H 0.99490 3.67490 3.82220  0.225
C -2.29580 -1.88010 3.93350  -0.789
S -2.18670 -1.72670 2.12240  1.245
C -3.57310 -0.57620 1.82570  -0.804
O -0.96440 -0.86130 1.92090  -1.032
H -2.14620 -0.90280 4.38240  0.254
H -1.52030 -2.56640 4.26120  0.257
H -3.26780 -2.28420 4.18960  0.255
H -4.42220 -1.14460 1.46150  0.255
H -3.24640 0.11570 1.05180  0.252
H -3.83350 -0.04500 2.73450  0.251
I 2.71730 -0.22150 2.13030  -0.153